No. 1
Formula: C58H66O2S2
Source: the OMol25 dataset
Level of theory: the ωB97M-V functional and the def2-TZVPD basis

Molar mass in g/mol: 859.30
Energy relative to the best compared isomer or geometry (same formula, charge and spin) in kJ/mol: 662.8
Gap between HOMO and LUMO in eV: 6.3
Energy in hartree: -3195.40516

The geometry in XYZ format:
```
128
Properties=species:S:1:pos:R:3:lowdin_charge:R:1
H -2.0053 -2.0875 -0.4220 0.083
H 0.7520 5.2245 -1.2784 0.051
H -0.5905 -1.7679 -0.0381 -0.036
S -1.6794 0.1814 -0.7181 0.899
C -3.6113 0.3851 3.4751 -0.109
H 4.9401 0.5415 1.9815 0.113
H 0.7227 -6.4027 -2.1204 0.106
C 0.3362 -0.4056 3.3243 -0.121
C -0.0118 4.1546 -3.0063 -0.012
H -1.8233 -5.4684 -4.8310 -0.030
H -0.7795 2.1151 1.0808 0.123
H 0.5966 -1.5342 3.4903 0.116
H -1.4942 0.1979 1.6336 -0.057
H 5.2658 2.7857 -0.6715 0.095
C 0.5609 5.3313 -2.3443 -0.118
H 2.5519 0.0880 -4.8069 0.066
H 5.6719 4.7062 0.6795 0.059
C 0.7270 6.5434 -2.9749 -0.088
H -2.7406 3.4721 -0.8934 0.029
C 4.5742 -1.2081 3.0032 -0.100
H -2.7291 1.2412 1.1161 0.064
H -3.0279 -4.3736 1.0039 0.093
C 1.9773 3.6320 0.0895 -0.116
C 4.4789 -0.4996 -4.3897 -0.150
C -0.5224 4.1770 -4.4495 -0.049
O -0.4304 1.0325 -0.6170 -0.568
H 0.3600 0.0041 5.4612 0.053
H -2.2904 -2.2255 -3.1687 0.033
H 2.5504 -2.3937 -1.5090 0.068
C 5.4884 -0.5873 -3.4555 -0.146
C -2.7241 6.1648 1.0995 -0.120
C 3.0051 2.8756 -0.4672 -0.045
H 4.3973 -5.0733 -4.0669 0.075
C 3.9542 0.1755 -1.7069 -0.114
H -5.1642 1.4254 6.4551 0.086
H -3.2176 6.4615 3.2824 0.168
H 6.5386 -0.9452 -3.7765 0.128
H -3.7408 -7.0141 1.4685 0.093
C -5.2487 1.1727 5.4044 -0.080
H -3.5609 -5.5600 -4.4272 0.110
H -4.5598 -0.0536 1.5867 0.108
O -3.9278 -2.9278 -5.6187 -0.568
H 1.5397 5.5715 0.9992 0.068
H 5.4771 -1.1770 3.5311 0.074
H -4.3840 2.5778 0.9552 0.113
H -7.2326 1.5278 4.9156 0.079
C -3.7955 3.5891 0.9867 -0.074
S -2.5194 -3.3992 -5.1995 0.839
H 1.0752 -5.4705 1.9226 0.127
C 1.5717 -5.6645 -2.3210 -0.090
C -0.3170 -7.2646 1.4614 -0.067
C 2.2400 4.8402 0.7821 -0.122
H -2.6580 -0.1566 3.3616 0.103
C 5.2835 -0.3972 -2.0818 -0.040
C -1.0038 -4.7542 1.5643 -0.077
H -0.9368 3.3994 -4.8068 0.008
H 1.4816 -2.7487 3.7730 0.118
C 1.3102 -4.3557 -1.6651 -0.072
C -1.7724 -7.5979 1.2851 -0.048
C -3.0416 3.9861 -0.1085 -0.067
H 0.7359 3.3678 -0.0934 0.155
H -1.8756 5.8994 -0.7515 0.037
C -1.1648 -1.4529 -0.7505 -0.310
C -3.9032 0.7611 4.8109 -0.057
H 0.3592 -4.0765 -1.0018 0.108
H 2.7061 2.0516 -1.0239 0.017
C 2.9258 0.3419 -2.6119 -0.038
C 0.1210 0.3476 4.5681 0.023
C -0.5552 1.5836 4.4112 -0.070
H 3.0644 -6.9928 -3.3063 0.116
C -6.0136 0.7372 3.0496 -0.029
H -0.9709 5.5586 -6.0864 0.129
H 0.7042 -0.7711 2.2072 -0.080
C -0.3719 5.4386 -5.0476 -0.116
H -1.2748 -3.5559 -3.1769 0.101
C 2.3667 -3.3863 -1.8690 -0.094
H -0.5052 2.2293 5.2653 0.096
C 1.7821 -1.0115 2.4383 -0.199
H -2.8411 -5.6273 -6.2365 0.135
C -0.0652 0.0705 2.0278 -0.214
C -0.3535 1.4705 1.9717 -0.113
C -3.1940 5.6732 2.3075 -0.161
C -2.3326 0.1758 0.9803 -0.293
C -6.2886 1.2384 4.4967 -0.036
H 0.3149 7.6260 -5.0289 0.115
H 2.0674 0.6638 1.3913 0.079
C 2.7506 -5.9415 -3.0659 -0.134
C 2.6457 -0.0561 1.9054 0.026
C -3.8552 4.4593 2.2500 -0.085
C 3.6304 -2.2726 3.5535 -0.044
H -0.5398 -1.5951 -1.6903 0.096
C -0.0316 -5.9017 1.7612 -0.088
C 3.6169 -4.9362 -3.3889 -0.082
H -3.0956 0.7839 5.6528 0.112
C 3.4354 -3.6131 -2.7774 -0.050
H 4.9070 -0.8825 -5.3071 0.106
H -0.8454 -3.6724 1.4160 0.072
C -4.7799 0.3118 2.6848 -0.150
H -6.7049 0.6756 2.4205 0.008
C -2.3922 -3.2616 -3.4694 -0.303
C 4.4257 3.2987 -0.2022 -0.076
H 0.3911 -7.9840 1.6370 0.053
C 0.2533 6.6378 -4.3876 -0.053
H 6.0656 -0.6535 -1.3902 0.090
C 3.2445 -0.0573 -4.0578 -0.037
H -3.0068 -3.8170 -2.9360 -0.001
C -2.3567 -5.1922 1.3510 -0.126
H -0.0920 -0.4259 1.1187 0.086
C 4.7135 4.3671 0.5580 -0.071
C 2.2993 -2.1762 3.2640 -0.057
H 3.7810 0.0647 -0.7242 0.032
H -1.2452 3.1500 2.8428 0.136
H 1.0153 7.4444 -2.5741 0.059
H -4.2403 4.0602 3.2416 0.107
C -2.7683 -6.5442 1.3299 -0.101
C 3.5603 5.2012 1.1207 -0.021
C -0.8232 2.0854 3.1007 -0.094
C -2.4669 5.3855 -0.1112 0.006
C -2.7161 -5.1207 -5.1030 -0.329
H -2.0909 -8.6278 1.1718 0.083
H 1.8637 0.6107 -2.3082 0.110
C 4.1323 -0.1926 2.2792 -0.071
H -3.1324 -0.6165 1.1506 0.074
H -2.3110 7.1643 1.1820 0.085
H 4.2380 -2.9062 -2.8778 0.067
H -0.3238 3.3443 -2.3558 0.058
H 3.8983 -3.1892 4.0330 0.083
H 3.6255 6.1632 1.5283 0.065
```

No. 2
Formula: C4H7N3
Source: the OMol25 dataset
Level of theory: the ωB97M-V functional and the def2-TZVPD basis

Molar mass in g/mol: 97.12
Energy relative to the best compared isomer or geometry (same formula, charge and spin) in kJ/mol: 44.7
Gap between HOMO and LUMO in eV: 8.4
Energy in hartree: -320.86627

The geometry in XYZ format:
```
14
Properties=species:S:1:pos:R:3:lowdin_charge:R:1
H 1.1609 -2.7368 -0.9321 0.087
C 0.5920 -0.8329 -0.4410 -0.407
H 1.2362 -1.6537 -2.1035 0.076
H -0.9088 0.0541 2.3375 0.098
H 0.4407 0.9365 -1.6971 0.099
C -0.5040 0.0141 1.3356 -0.096
C -0.5294 0.9501 0.3530 -0.358
N -1.1155 2.2236 0.3836 0.077
N 0.2040 -1.1381 0.8550 0.032
N 1.3954 -1.7688 -1.1211 0.096
H -1.4332 2.5491 -0.5186 0.079
H -1.8714 2.2840 1.0514 0.082
C 0.2262 0.4315 -0.7715 -0.002
H 1.1068 -1.3128 1.2688 0.137
```

No. 3
Formula: C9H19ClLiO7
Source: the OMol25 dataset
Level of theory: the ωB97M-V functional and the def2-TZVPD basis

Molar mass in g/mol: 281.64
Energy relative to the best compared isomer or geometry (same formula, charge and spin) in kJ/mol: 0.0
Gap between HOMO and LUMO in eV: 6.0
Total charge: -1
Energy in hartree: -1348.54951

The geometry in XYZ format:
```
37
Properties=species:S:1:pos:R:3:lowdin_charge:R:1
H 1.8921 0.9309 -1.2115 0.118
O 0.1947 1.9023 -0.6210 -0.216
Li -0.0174 0.6815 0.9580 0.624
H -1.8144 1.8529 -0.8859 0.122
O 1.2640 1.6201 2.1337 -0.455
H -1.0437 3.3944 -1.3177 0.128
H 1.9882 2.6953 -1.2723 0.121
H -1.8164 -2.6276 -0.3665 0.113
H -1.0238 0.7376 -2.8289 0.098
H -0.7116 -3.5595 -1.4082 0.103
C -0.0849 -3.4667 0.6960 -0.142
O -2.0285 0.2367 1.4025 -0.450
C 2.3886 0.9303 2.4947 -0.435
Cl -2.9219 0.4431 2.5507 0.640
H 0.3882 -4.4245 0.4864 0.103
C -0.9478 2.3053 -1.3695 -0.186
O -4.2718 0.4539 2.0431 -0.375
H 2.3603 0.5663 3.5486 0.042
H 3.3187 1.5396 2.3969 0.037
H -1.2600 2.3316 -3.5197 0.109
H 1.2464 1.2080 -3.6191 0.104
O -2.7530 -0.6637 3.4521 -0.363
O -2.6160 1.6848 3.1944 -0.339
C 0.0228 -1.6170 -0.8512 -0.203
C -0.6996 1.7768 -2.7644 -0.168
C -0.7778 -2.8906 -0.5501 -0.141
H 2.5885 0.0074 1.8793 0.030
H -0.5784 -0.8118 -1.2689 0.105
O 0.5966 -1.2200 0.3805 -0.212
C 1.3406 1.8353 -1.4632 -0.171
H 0.8335 -1.8266 -1.5712 0.126
C 0.9457 -2.4054 1.0855 -0.181
H -0.8004 -3.6000 1.5053 0.112
H 1.0552 2.9090 -3.3289 0.103
H 1.9618 -2.6930 0.7830 0.121
H 0.9623 -2.1620 2.1440 0.130
C 0.8189 1.9254 -2.9166 -0.149
```